Record 1
C7H15BrFNO5P as an isolated structure, computed with ωB97M-V/def2-TZVPD.

Output
* E_tot: -101280.0899 eV
* net charge: -1

```
31
Properties=species:S:1:pos:R:3:forces:R:3
C 3.0011 0.6779 0.5711 -0.707 -0.557 -0.573
C 2.3477 -0.6732 0.8865 0.843 0.611 0.403
O 2.7337 -1.3446 1.8244 -0.602 0.127 -0.260
N 1.2752 -1.0175 0.0493 0.002 -0.867 0.481
C 1.6989 -1.3196 -1.3085 0.476 1.139 -0.357
C 0.4003 -2.0300 0.6343 -0.398 -0.902 0.008
C -0.9248 -2.2249 -0.1131 -0.320 0.198 0.505
C -1.9795 -1.1293 0.1642 -0.688 -0.166 -0.829
C -1.4021 0.2679 0.1527 0.712 -1.066 -0.330
O -2.4256 1.2816 0.1098 -0.184 1.334 -1.821
P -1.7765 2.6068 -0.4110 1.501 -0.320 1.147
O -0.3728 2.8092 -0.0100 0.267 0.144 -0.257
O -1.7932 2.5694 -2.0336 -0.855 0.220 0.332
O -2.6856 3.8629 0.1299 0.139 -0.655 -0.574
Br -1.6564 5.1685 0.9030 -0.533 -0.070 -0.089
H 2.2014 1.3211 0.1900 0.278 0.181 0.048
H 3.4611 1.1067 1.4564 0.015 -0.171 0.005
H 3.7455 0.5238 -0.2162 0.061 0.189 0.141
H 2.2636 -0.4538 -1.6746 -0.031 -0.137 -0.028
H 0.8545 -1.4094 -1.9896 -0.023 -0.229 0.194
H 2.3773 -2.1829 -1.3830 -0.318 -0.157 0.087
H 0.1501 -1.7597 1.6637 0.183 0.244 -0.117
H 0.8950 -3.0137 0.7159 0.186 0.215 -0.159
H -0.8064 -2.3906 -1.1887 0.233 0.143 0.086
H -1.3504 -3.1607 0.2687 0.107 0.033 -0.080
H -2.5614 -1.3534 1.0581 0.344 0.432 0.247
H -2.6997 -1.1806 -0.6682 -0.005 0.009 0.144
H -0.7052 0.4088 0.9707 -0.493 0.412 0.258
H -0.7978 0.3512 -0.7691 -0.164 0.011 0.038
H -0.9060 2.8573 -2.2809 -0.010 0.068 -0.024
F -2.5620 0.8305 2.2976 -0.016 -0.413 1.377
```
Forces are in eV/Å.


Record 2
An isolated ion of composition C7H15BrN and charge +1, computed with ωB97M-V/def2-TZVPD.

Output
* energy above the lowest of the compared OMol25 structures with the same formula, charge and spin: 35.8 kcal per mole
* net charge: +1

```
24
Properties=species:S:1:pos:R:3:forces:R:3
C -0.2747 -2.0828 -0.1756 -1.278 -0.480 2.761
C -1.6611 -1.6450 0.2912 -1.304 -2.689 -0.983
C 0.8399 -1.1529 0.2209 -0.651 0.425 2.145
C -2.1536 -0.3963 -0.3482 3.102 1.188 0.345
C -0.4354 0.9325 0.3760 -2.256 -0.929 -4.396
C -0.7833 2.2563 -0.2898 3.010 0.968 2.055
C 2.1125 0.9799 0.2983 0.550 1.619 -3.072
N 0.8401 0.3000 -0.1302 -0.637 -0.390 -1.896
Br -3.8253 0.1780 0.2087 -0.089 0.423 0.041
H -0.0767 -3.0190 0.4364 0.067 0.980 -0.749
H -0.1965 -2.4037 -1.1620 -0.032 -0.222 -1.985
H -2.4356 -2.5615 0.2986 1.487 2.014 -0.648
H -1.5173 -1.5229 1.3234 -0.265 0.645 1.631
H 1.0312 -1.1134 1.3088 -0.367 -0.408 -0.336
H 1.6093 -1.6792 -0.2063 2.859 -0.264 -0.990
H -1.9520 -0.2457 -1.4389 -0.377 -0.183 1.037
H -0.3110 0.8583 1.3910 -0.469 0.179 2.597
H -1.1965 2.9279 0.4442 -0.522 0.069 0.372
H -1.3961 2.2895 -1.1248 -1.285 -0.645 -1.567
H 0.1390 2.8426 -0.5750 -0.589 -0.678 0.116
H 2.9396 0.5180 -0.3630 -0.979 0.545 1.891
H 2.0523 2.0596 -0.0502 -0.093 -1.305 0.051
H 2.2106 1.1407 1.3513 0.248 -1.072 0.717
H 0.8410 0.3440 -1.1736 -0.129 0.207 0.861
```
Forces are in eV/Å.


Record 3
C7H15CeClINOP as an isolated structure, computed with ωB97M-V/def2-TZVPD.

Output
* E_tot: -53864.8274 eV
* spin multiplicity: 2
* net charge: +2

```
28
Properties=species:S:1:pos:R:3:forces:R:3
C -0.0758 1.5827 0.9486 1.758 -1.683 2.357
I -1.1218 0.2453 -1.9831 -0.455 -0.521 0.692
H 0.7894 0.7973 0.8637 -1.291 1.768 0.120
H -0.5917 1.3697 1.9572 0.200 0.505 -1.717
H 0.4192 2.5732 1.0935 -0.284 -0.734 -0.389
Ce 0.5892 -1.6305 0.3290 1.483 1.031 -1.436
P 1.8228 1.0626 -1.2792 1.467 -0.056 -0.291
C 1.2306 2.5872 -2.1314 -0.446 -0.203 0.061
C 3.2622 1.8360 -0.4567 -0.174 -0.466 0.199
H 2.9958 -0.7894 -2.2821 0.097 0.236 -0.270
H 3.4394 0.8129 -2.9867 -0.105 -0.413 -0.268
H 1.8855 0.0089 -3.4503 0.294 -0.021 0.025
C 2.6148 0.1739 -2.6498 -0.033 -0.013 0.068
H 3.7619 1.0922 0.1737 0.132 0.289 -0.102
H 3.9252 2.1859 -1.2530 0.080 0.084 0.336
H 2.0879 3.0345 -2.6517 -0.196 -0.080 0.195
H 0.8259 3.3019 -1.4026 0.148 -0.044 -0.220
H 2.9203 2.6762 0.1559 0.216 -0.096 -0.054
H 0.4482 2.3478 -2.8572 0.294 0.266 0.039
C -1.0413 1.5629 -0.1778 -6.073 2.482 1.213
O -2.1128 2.1726 -0.0226 4.300 -2.161 -1.146
Cl 2.9570 -2.2374 0.8440 -0.600 0.057 -0.011
C -3.7741 -3.0730 2.2731 -0.604 -0.076 0.199
C -2.5086 -2.5529 1.7903 1.789 0.265 -0.645
N -1.4612 -2.2026 1.3944 -3.006 -0.800 1.390
H -4.3999 -2.2841 2.7208 0.393 -0.064 -0.182
H -3.6174 -3.8469 3.0396 0.241 0.245 -0.207
H -4.3584 -3.5304 1.4591 0.375 0.204 0.045
```
Forces are in eV/Å.


| no. | strongest force on any atom (eV/A) |
| --- | --- |
| 1 | 2.3 |
| 2 | 5.0 |
| 3 | 6.7 |